No. 1
The following is a quantum chemistry calculation of the molecule C6H9N, from the Open Molecules 2025 dataset.

Each line ends with the Löwdin charge.
Cartesian coordinates (Å):
1 H -1.8690 -0.0995 -1.1412  0.10
2 H -0.7160 2.9005 1.1409  0.07
3 H -1.1812 -1.7570 -1.0081  0.09
4 C -1.3741 0.8573 1.1852  -0.05
5 H -2.4703 -1.1892 0.1153  0.08
6 H -0.4486 -1.0459 1.2369  0.16
7 H 1.4506 -1.3137 -1.4820  0.07
8 C -1.5884 -0.9038 -0.4597  -0.05
9 C 0.7094 1.4427 0.2095  -0.05
10 N -0.6071 -0.3497 0.5072  -0.17
11 H 2.6421 -0.2307 -0.7515  0.08
12 C 1.7316 -0.8051 -0.5513  -0.05
13 C -0.5117 1.8651 0.8888  -0.19
14 H 1.5512 2.0833 -0.0399  0.11
15 C 0.6822 0.1248 -0.0314  -0.30
16 H 1.9992 -1.5791 0.1812  0.08

## Properties
- E_HOMO (eV) = -7.91
- energy above the lowest of the compared OMol25 structures with the same formula, charge and spin (kcal/mol) = 83.3
- M (g/mol) = 95.14
- F_max (eV/A) = 0.53
- frontier orbital gap (eV) = 8.62
- calculated total energy (eV) = -7854.5495

=====

No. 2
The following is a quantum chemistry calculation of the molecule C6H9N at a distorted geometry, from the Open Molecules 2025 dataset.

Each line ends with the Löwdin charge.
Cartesian coordinates (Å):
1 C 2.1683 -0.1758 0.8540  -0.15
2 C -0.4877 -1.7030 -1.0073  0.00
3 H -1.8434 1.7351 0.3000  0.13
4 N -1.2469 -1.1361 -1.9262  0.07
5 H -2.4133 1.4416 -1.4175  0.03
6 C 0.6767 -0.2909 1.0444  -0.19
7 H 2.6062 -0.9675 0.3650  0.05
8 H 0.9522 -0.2140 -1.1778  0.13
9 C 0.1377 -0.3504 -0.4528  -0.25
10 C -2.1797 0.9776 -0.5506  -0.02
11 H 0.5184 -1.1641 1.6086  0.08
12 H 2.7909 -0.0339 1.7907  0.09
13 H -3.1964 0.5194 -0.3547  0.11
14 C -1.1694 -0.0157 -1.0291  -0.28
15 H 2.4391 0.7625 0.3746  0.07
16 H 0.2474 0.6153 1.5787  0.12

## Properties
- E_HOMO (eV) = -8.38
- energy above the lowest of the compared OMol25 structures with the same formula, charge and spin (kcal/mol) = 117.7
- M (g/mol) = 95.14
- F_max (eV/A) = 4.28
- frontier orbital gap (eV) = 9.09
- calculated total energy (eV) = -7853.0569
- SMILES = CC[C@H]1C2=N[C@@]21C

=====

No. 3
The following is a quantum chemistry calculation of a structure of composition C6H9N at a distorted geometry, from the Open Molecules 2025 dataset.

Each line ends with the Löwdin charge.
Cartesian coordinates (Å):
1 H -0.4819 -0.7160 -2.0104  0.13
2 C -0.1832 -0.3289 1.0078  -0.22
3 H -0.0109 -0.5936 2.0404  0.12
4 H 1.1224 -1.5944 -0.1487  0.13
5 N 2.0258 0.3248 -0.1005  0.05
6 C -0.4296 -0.3184 -0.9797  -0.21
7 C 0.8537 -0.5486 -0.0625  -0.34
8 C -0.8477 1.1174 -0.6544  -0.06
9 H 2.6332 0.0329 -0.8425  0.06
10 H -0.7728 1.9309 1.4059  0.09
11 H -2.2189 -0.9540 0.2438  0.10
12 H -1.0361 -2.1881 -0.0419  0.10
13 C -1.1714 -1.1210 0.1241  -0.11
14 H 2.6159 0.1625 0.7480  0.09
15 H -1.2820 1.8692 -1.2815  0.09
16 C -0.6800 1.1624 0.6631  -0.03

## Properties
- E_HOMO (eV) = -8.84
- energy above the lowest of the compared OMol25 structures with the same formula, charge and spin (kcal/mol) = 60.0
- M (g/mol) = 95.14
- F_max (eV/A) = 1.75
- frontier orbital gap (eV) = 9.93
- calculated total energy (eV) = -7855.5564

=====

No. 4
The following is a quantum chemistry calculation of a structure of composition C6H9N at a distorted geometry, from the Open Molecules 2025 dataset.

Each line ends with the Löwdin charge.
Cartesian coordinates (Å):
1 H -0.9341 1.4043 0.5633  0.11
2 C -2.6383 0.1842 -0.1415  -0.15
3 C 2.8806 0.4274 0.1850  -0.09
4 C 1.8736 -0.7503 0.0528  -0.10
5 C 0.7059 -0.6078 -0.4950  -0.15
6 C -0.5510 -0.8497 -0.7684  -0.18
7 H -3.6117 -0.1848 0.1618  0.10
8 H 3.4317 0.4889 1.1349  0.06
9 H -0.8659 -1.2910 -1.7028  0.12
10 H 3.6281 0.4125 -0.6104  0.06
11 N -1.5368 -0.6739 0.2250  -0.11
12 H -2.5923 0.6608 -1.1211  0.11
13 H -1.8714 0.5996 1.9240  0.10
14 C -1.6360 0.6230 0.8641  -0.14
15 H 1.3726 -1.8367 -0.3557  0.19
16 H 2.3451 1.3934 0.0840  0.07

## Properties
- E_HOMO (eV) = -7.55
- energy above the lowest of the compared OMol25 structures with the same formula, charge and spin (kcal/mol) = 138.4
- M (g/mol) = 95.14
- F_max (eV/A) = 3.67
- frontier orbital gap (eV) = 8.60
- calculated total energy (eV) = -7852.1558

=====

No. 5
The following is a quantum chemistry calculation of the molecule C6H9N at a distorted geometry, from the Open Molecules 2025 dataset.

Each line ends with the Löwdin charge.
Cartesian coordinates (Å):
1 H -0.5434 0.4767 2.5305  0.08
2 H 0.1719 -2.0854 1.8272  0.07
3 C 0.5671 0.7013 -1.6327  -0.14
4 H -2.0251 0.8736 1.6908  0.08
5 C 0.8489 -0.5531 -1.1967  -0.06
6 C 0.1868 -2.0831 0.7306  -0.05
7 H 1.5457 -1.2372 -1.6532  0.10
8 N -0.2346 1.3017 -0.6891  0.04
9 H 0.9481 1.2667 -2.4620  0.10
10 H -0.8192 2.1048 -0.8147  0.14
11 H -0.7994 2.0915 1.7543  0.07
12 H -0.7772 -2.5467 0.5407  0.08
13 C -0.9369 1.0151 1.6703  -0.03
14 H 1.0205 -2.6903 0.4484  0.06
15 C -0.3200 0.4736 0.4190  -0.29
16 C 0.1924 -0.7427 0.0801  -0.25

## Properties
- E_HOMO (eV) = -7.82
- energy above the lowest of the compared OMol25 structures with the same formula, charge and spin (kcal/mol) = 12.1
- M (g/mol) = 95.14
- F_max (eV/A) = 1.86
- frontier orbital gap (eV) = 8.90
- calculated total energy (eV) = -7857.6367
- SMILES = Cc1cc[nH]c1C

=====

No. 6
The following is a quantum chemistry calculation of the molecule C6H9N, from the Open Molecules 2025 dataset.

Each line ends with the Löwdin charge.
Cartesian coordinates (Å):
1 C 0.2186 -0.5412 0.0506  -0.37
2 H -1.1560 2.3950 -0.1466  0.06
3 H -1.3837 -1.3234 -1.1816  0.11
4 N 1.0817 -0.4809 -0.9973  0.05
5 H 1.1070 1.6534 -0.8054  0.10
6 C 0.7541 -0.5299 1.4608  0.00
7 H 0.0823 1.0097 -2.1725  0.10
8 C 0.3985 0.8907 -1.1321  -0.09
9 C -1.2384 -0.9319 -0.1673  -0.22
10 H 1.4492 0.3013 1.6193  0.09
11 C -1.1532 1.3032 -0.2318  -0.12
12 H -0.0508 -0.4685 2.1959  0.09
13 H -1.4804 -1.7455 0.5321  0.11
14 H 2.0628 -0.4132 -0.7223  0.12
15 H 1.3166 -1.4630 1.6233  0.10
16 C -2.0082 0.3440 0.0748  -0.15

## Properties
- E_HOMO (eV) = -7.08
- energy above the lowest of the compared OMol25 structures with the same formula, charge and spin (kcal/mol) = 149.2
- M (g/mol) = 95.14
- F_max (eV/A) = 0.82
- frontier orbital gap (eV) = 7.38
- calculated total energy (eV) = -7851.6906

=====

No. 7
The following is a quantum chemistry calculation of the molecule C6H9N at a distorted geometry, from the Open Molecules 2025 dataset.

Each line ends with the Löwdin charge.
Cartesian coordinates (Å):
1 N -1.6324 -0.7276 0.1145  -0.11
2 C 3.0030 0.3949 0.0179  -0.09
3 H 1.5261 -1.7477 -0.3887  0.16
4 H 2.6475 1.4448 -0.0358  0.08
5 H 3.6803 0.2714 -0.8285  0.06
6 C -2.7123 0.1443 -0.3005  -0.15
7 H -3.7070 -0.2236 -0.0716  0.10
8 H -0.8249 -1.3424 -1.7472  0.12
9 H -2.0837 0.4994 1.8213  0.10
10 C 1.8621 -0.6516 -0.0863  -0.12
11 H -2.6061 0.6498 -1.2613  0.11
12 H 3.6309 0.3511 0.9220  0.06
13 H -1.0519 1.3303 0.5454  0.11
14 C 0.6479 -0.4826 -0.5231  -0.10
15 C -0.5770 -0.8501 -0.8134  -0.18
16 C -1.7787 0.5495 0.7806  -0.14

## Properties
- E_HOMO (eV) = -7.74
- energy above the lowest of the compared OMol25 structures with the same formula, charge and spin (kcal/mol) = 118.5
- M (g/mol) = 95.14
- F_max (eV/A) = 3.70
- frontier orbital gap (eV) = 8.74
- calculated total energy (eV) = -7853.0197
- SMILES = CC=C=CN1CC1

=====

- Look up the M of the fourth one.
  95.14 g/mol

=====

- Which value of frontier orbital gap does entry 3 give?
  9.93 eV